{
  "formula": "C51H45F2N9O16S",
  "method": "ωB97M-V/def2-TZVPD",
  "elements": ["C", "C", "O", "O", "C", "C", "C", "C", "C", "C", "O", "N", "C", "O", "F", "C", "C", "C", "F", "C", "C", "N", "S", "N", "C", "H", "H", "H", "H", "H", "H", "H", "H", "H", "H", "H", "H", "H", "H", "H", "C", "C", "C", "C", "C", "C", "N", "O", "O", "H", "H", "H", "H", "H", "C", "C", "C", "C", "C", "C", "N", "O", "O", "H", "H", "H", "H", "H", "C", "C", "C", "C", "C", "C", "N", "O", "O", "H", "H", "H", "H", "H", "C", "C", "C", "C", "C", "C", "N", "O", "O", "H", "H", "H", "H", "H", "C", "C", "C", "C", "C", "C", "N", "O", "O", "H", "H", "H", "H", "H", "C", "C", "C", "C", "C", "C", "N", "O", "O", "H", "H", "H", "H", "H"],
  "coordinates": [[1.853311, 3.728855, 1.695060], [1.800330, 3.675557, 0.067359], [2.473329, 2.737202, -0.458667], [1.003967, 4.602077, -0.707393], [-0.404270, 4.321925, -0.333343], [-1.383376, 4.267372, -1.609570], [-2.968947, 4.285964, -1.195728], [-3.171276, 3.814708, 0.338907], [-2.876740, 2.344108, 0.714444], [-2.417474, 1.204783, -0.339280], [-3.323391, 0.724794, -1.064997], [-0.992615, 0.795188, -0.318852], [-0.398169, 0.703044, -1.657994], [0.848526, 0.508208, -1.710354], [-1.101752, 0.760365, -2.890288], [-3.043275, 1.943055, 2.254218], [-2.741801, 0.490666, 2.846047], [-3.465539, -0.719988, 2.083399], [-1.298084, 0.270951, 2.854089], [-3.518823, 3.018197, 3.297893], [-3.853402, 4.506239, 2.931540], [-4.326538, 5.571504, 3.794633], [-4.504494, 6.911543, 2.712579], [-3.993459, 6.288867, 1.181945], [-3.660593, 4.882088, 1.390981], [2.696998, 3.055441, 2.082845], [0.867687, 3.239718, 2.048808], [1.898767, 4.805322, 2.077304], [-0.707628, 5.126968, 0.434022], [-0.388661, 3.260162, 0.126367], [-1.208215, 3.328928, -2.259187], [-1.148092, 5.191318, -2.256655], [-3.342165, 5.377466, -1.294118], [-3.602906, 3.625449, -1.880587], [-0.879936, -0.082687, 0.224644], [-3.061728, 0.463558, 3.959184], [-3.411690, -1.671897, 2.744487], [-4.525263, -0.485067, 1.726216], [-2.854515, -0.991284, 1.135054], [-3.642202, 2.720235, 4.407236], [3.696238, -3.810649, -2.158332], [3.292420, -2.768391, -1.328318], [2.018444, -2.776612, -0.770287], [1.157102, -3.836887, -1.046932], [1.552977, -4.880062, -1.883591], [2.828097, -4.862155, -2.439354], [-0.176320, -3.860058, -0.440473], [-0.496579, -2.914997, 0.274662], [-0.894723, -4.820977, -0.677465], [4.693886, -3.804114, -2.587985], [3.972853, -1.950523, -1.113991], [1.716317, -1.958491, -0.125395], [0.887249, -5.706729, -2.108068], [3.147978, -5.669130, -3.088873], [7.572982, -2.774489, 3.019527], [7.505724, -4.157096, 3.172825], [7.350609, -4.973708, 2.056424], [7.268257, -4.394434, 0.790109], [7.327396, -3.010641, 0.632334], [7.479827, -2.201639, 1.753825], [7.130146, -5.251303, -0.389865], [7.062425, -6.461020, -0.212543], [7.093999, -4.709775, -1.487637], [7.699648, -2.139672, 3.891419], [7.577660, -4.600326, 4.167157], [7.299615, -6.049163, 2.188489], [7.259272, -2.551540, -0.348275], [7.529960, -1.123300, 1.641644], [-6.688364, 5.278120, -6.318975], [-5.326502, 5.477496, -6.528862], [-4.554762, 6.100821, -5.553111], [-5.157654, 6.518296, -4.366102], [-6.521573, 6.327008, -4.153765], [-7.285894, 5.704475, -5.136604], [-4.340878, 7.155085, -3.327013], [-3.147455, 7.320418, -3.561944], [-4.893685, 7.482457, -2.284146], [-7.286647, 4.786139, -7.080365], [-4.865620, 5.143880, -7.453084], [-3.494983, 6.250327, -5.729789], [-6.999216, 6.651315, -3.237252], [-8.345849, 5.548998, -4.980202], [7.699513, -2.369082, 10.243852], [8.215305, -3.539511, 9.694269], [7.854965, -3.922294, 8.406342], [6.978912, -3.121082, 7.674715], [6.453186, -1.951800, 8.222566], [6.817183, -1.578673, 9.512359], [6.616161, -3.506531, 6.309029], [7.083030, -4.551509, 5.866766], [5.871786, -2.763459, 5.685477], [7.987551, -2.070608, 11.247655], [8.901508, -4.152347, 10.269813], [8.264087, -4.836567, 7.989941], [5.767294, -1.325338, 7.662148], [6.416139, -0.668970, 9.947203], [4.483551, -10.657861, -4.978777], [3.409027, -10.537335, -5.855854], [2.882637, -9.282432, -6.144772], [3.444346, -8.152277, -5.551802], [4.515686, -8.267392, -4.666791], [5.033504, -9.526860, -4.381813], [2.910035, -6.826212, -5.872052], [1.957603, -6.764463, -6.637865], [3.449881, -5.855013, -5.357678], [4.895347, -11.638845, -4.760014], [2.983529, -11.422818, -6.317037], [2.045426, -9.202441, -6.829819], [4.955769, -7.393796, -4.197153], [5.869055, -9.627237, -3.696728], [-9.647735, 6.612799, 1.329519], [-10.605665, 5.613523, 1.176728], [-10.696336, 4.913386, -0.022204], [-9.817821, 5.221210, -1.060088], [-8.864299, 6.225576, -0.914956], [-8.781966, 6.921164, 0.283578], [-9.885254, 4.472680, -2.314784], [-10.742989, 3.607477, -2.420172], [-9.069424, 4.752656, -3.185322], [-9.575063, 7.153241, 2.268874], [-11.279236, 5.378073, 1.994423], [-11.445747, 4.136465, -0.128919], [-8.181573, 6.473863, -1.718851], [-8.039164, 7.702776, 0.406163]],
  "forces_ev_per_angstrom": [[-1.122, 0.048, -0.796], [2.683, -3.266, -0.704], [-3.049, 4.550, 1.527], [0.281, -2.204, 1.662], [-0.421, -0.753, 0.122], [0.041, 0.286, -0.191], [0.346, 0.665, 1.072], [0.095, -2.027, 0.579], [-0.751, 3.253, 2.448], [-3.801, -0.035, -0.650], [3.960, 1.678, 2.383], [-2.285, 0.378, -2.775], [5.934, -1.891, -0.289], [-6.086, 0.897, -0.118], [0.667, 0.324, 3.405], [-0.988, 3.674, 1.073], [-0.682, 0.236, 0.197], [1.262, -0.460, -0.414], [-1.952, 0.230, -0.316], [0.661, -0.821, -2.422], [0.166, -0.271, -1.294], [1.382, -1.707, -4.979], [1.446, -3.542, -1.075], [0.235, -3.746, 2.779], [-0.572, 0.892, 2.043], [-1.167, 1.275, -0.908], [1.454, 0.918, -0.427], [-0.012, -1.587, -0.488], [0.158, -1.353, -1.192], [-0.405, 1.908, -0.416], [0.073, 1.491, 1.133], [-0.489, -1.483, 0.902], [0.496, -1.862, 0.328], [1.037, 0.847, 0.961], [0.351, 0.667, -0.440], [0.604, 0.270, -1.895], [-0.307, 1.738, -1.071], [1.490, -0.202, 0.829], [-1.016, 0.474, 1.525], [0.291, 0.376, -2.121], [-0.006, 0.028, 0.014], [-0.127, -0.237, -0.071], [-0.016, 0.104, 0.103], [0.743, 0.042, -0.300], [-0.013, -0.101, -0.031], [-0.102, 0.150, 0.264], [-0.439, -0.129, 0.065], [0.033, -0.386, -0.347], [0.391, 0.653, 0.220], [-0.125, -0.019, 0.056], [-0.154, -0.064, -0.013], [-0.094, -0.194, -0.100], [-0.035, 0.216, 0.156], [-0.091, 0.150, 0.110], [0.035, -0.072, -0.160], [0.256, -0.124, -0.364], [0.011, 0.053, -0.052], [0.065, 0.453, 0.671], [-0.012, 0.067, -0.105], [-0.006, -0.247, 0.100], [-0.080, -0.361, -0.407], [0.027, 0.693, -0.154], [-0.016, -0.314, 0.527], [-0.035, -0.064, -0.132], [0.017, 0.230, -1.046], [0.003, 0.148, -0.223], [0.005, -0.259, 0.072], [-0.020, -0.142, -0.050], [0.096, 0.072, 0.061], [-0.111, 0.067, 0.231], [0.097, -0.013, -0.045], [-0.405, -0.374, -0.583], [-0.015, -0.018, -0.031], [0.233, 0.121, -0.240], [0.433, 0.293, 0.289], [-0.842, -0.146, 0.248], [0.329, -0.204, -0.579], [0.069, 0.073, 0.103], [-0.005, 0.065, 0.144], [-0.150, 0.056, 0.220], [0.300, 0.007, -0.165], [0.273, 0.077, -0.067], [-0.014, -0.010, -0.041], [-0.170, 0.173, -0.116], [0.052, -0.077, -0.030], [0.284, 0.224, 0.797], [-0.065, 0.090, -0.046], [0.125, -0.240, -0.082], [-0.259, -0.024, -0.402], [-0.528, 0.492, 1.324], [0.416, -0.531, 0.398], [-0.045, -0.044, -0.130], [-0.096, 0.048, -0.118], [-0.164, 0.183, -0.109], [0.127, -0.230, -0.070], [0.024, -0.116, -0.104], [-0.013, 0.050, -0.007], [0.128, 0.207, 0.134], [-0.064, -0.017, -0.068], [0.338, -0.804, 0.189], [0.032, 0.084, 0.042], [-0.199, -0.037, -0.167], [-0.317, 0.564, -0.249], [0.583, -0.053, 0.477], [-0.270, -0.548, -0.340], [-0.058, 0.128, -0.021], [0.019, 0.150, 0.042], [0.141, 0.202, 0.128], [-0.168, -0.026, -0.176], [-0.116, 0.080, -0.078], [-0.017, -0.040, -0.047], [0.199, 0.093, -0.190], [-0.062, -0.071, 0.020], [0.020, 0.410, 0.763], [0.073, 0.018, -0.086], [-0.165, -0.106, 0.121], [-0.209, -0.469, -0.406], [0.565, 0.580, 0.034], [-0.613, -0.259, 0.642], [-0.014, -0.065, -0.126], [0.067, -0.001, -0.143], [0.194, 0.079, -0.176], [-0.215, -0.187, 0.113], [-0.069, -0.117, -0.072]],
  "total_energy_ha": -4264.1454,
  "gap_ev": 7.25,
  "total_charge": 0,
  "de_lowest_kcal_mol": 194.57,
  "smiles": "CC(=O)OCCCc1c(C(=O)NC(=O)F)c([C@@H](C)F)cc2nsnc12.O=[N+]([O-])c1ccccc1.O=[N+]([O-])c1ccccc1.O=[N+]([O-])c1ccccc1.O=[N+]([O-])c1ccccc1.O=[N+]([O-])c1ccccc1.O=[N+]([O-])c1ccccc1",
  "homo_ev": -8.873
}